# 1
Entry from OMol25: a 2-piece molecular cluster, C9H14 overall (ωB97M-V/def2-TZVPD).

- E_HOMO: -9.014 eV
- Energy above the lowest of the compared OMol25 structures with the same formula, charge and spin: 28.3 kcal/mol
- HOMO-LUMO gap: 9.98 eV
- SMILES: Cc1ccccc1.CC

Atoms and positions in Å:
C: 1.23659 0.80662 2.21793
C: 1.15988 -0.11088 1.01657
C: 0.72661 0.30134 -0.25917
C: 0.75215 -0.55191 -1.37569
C: 1.20775 -1.85932 -1.13450
C: 1.62867 -2.31153 0.10184
C: 1.59655 -1.43781 1.19556
H: 1.21453 0.39799 3.24143
H: 0.19467 1.35699 2.41391
H: 1.94285 1.63369 2.22517
H: 0.44215 1.31683 -0.28283
H: 0.41233 -0.21526 -2.39082
H: 1.15726 -2.59830 -1.98128
H: 1.99008 -3.36965 0.22235
H: 1.93946 -1.76035 2.18926
C: -2.52352 1.74490 -0.78646
C: -3.98916 2.05206 -1.00230
H: -2.48066 1.46846 0.28006
H: -2.28712 0.99014 -1.60876
H: -1.86624 2.57969 -1.06030
H: -4.30588 2.11880 -2.09437
H: -4.40709 2.92778 -0.50855
H: -4.71952 1.35239 -0.48800



# 2
Entry from OMol25: C34H37Br4I2N11O5PbS as an isolated structure (ωB97M-V/def2-TZVPD).

- Charge: -2
- E_HOMO: -1.650 eV
- HOMO-LUMO gap: 5.15 eV

Atoms and positions in Å:
Pb: 0.01671 0.18837 -0.15715
I: 1.54960 -5.15430 -6.69220
C: 1.42175 -3.47829 -5.39952
C: 1.25414 -2.21128 -5.92041
C: 1.10884 -1.15613 -5.04305
I: 0.92398 0.77741 -5.87467
C: 1.07864 -1.27646 -3.61627
O: 0.87883 -0.27725 -2.84483
C: 1.34089 -2.61317 -3.15181
C: 1.46454 -2.87693 -1.67482
N: 0.21972 -2.59534 -0.97122
C: -0.90998 -3.40175 -1.36806
C: -2.20493 -2.61791 -1.49719
C: -3.43092 -3.28027 -1.51846
C: -4.58882 -2.53957 -1.70161
C: -4.48954 -1.16819 -1.86669
C: -3.22702 -0.59328 -1.82925
N: -2.11783 -1.30132 -1.65152
C: 1.48794 -3.67088 -4.02842
H: 1.23895 -2.03908 -6.98731
H: 2.21302 -2.21233 -1.24569
H: 1.80332 -3.91600 -1.52239
H: 0.37439 -2.58038 0.02935
H: -1.08185 -4.26455 -0.70401
H: -0.70687 -3.80985 -2.36399
H: -3.47160 -4.35693 -1.40032
H: -5.55532 -3.03041 -1.71652
H: -5.36713 -0.55120 -2.00507
H: -3.09060 0.47437 -1.94794
H: 1.67084 -4.66271 -3.63135
C: -2.25846 3.95532 -2.64302
C: -1.36580 3.25849 -1.65029
N: -0.77368 2.16209 -1.89989
O: -0.93085 1.65314 -3.14612
C: -1.19338 3.83890 -0.30440
C: -1.28977 5.32918 -0.11393
N: -1.01145 3.03516 0.65693
O: -0.89527 3.63856 1.87900
H: -2.72240 3.20368 -3.28093
H: -1.68309 4.62447 -3.28690
H: -3.03262 4.52522 -2.13027
H: -0.26945 0.89171 -3.14804
H: -1.21139 5.86339 -1.05822
H: -0.48592 5.64464 0.55055
H: -2.23542 5.58584 0.37044
C: -1.81599 -3.37688 4.52116
N: -2.14464 -2.35818 3.54586
C: -3.33828 -2.67174 2.78663
C: -1.09913 -1.73518 2.84060
N: -0.98265 -1.64818 1.58390
N: -0.12778 -1.19645 3.67709
C: 0.69253 -0.10313 3.37650
N: 1.58001 0.14443 4.42647
N: 0.57100 0.60847 2.34591
H: -2.62674 -3.45166 5.24909
H: -0.89646 -3.14121 5.05311
H: -1.68728 -4.36213 4.04771
H: -4.16476 -2.80751 3.48692
H: -3.23360 -3.58842 2.18454
H: -3.57424 -1.82925 2.13696
H: -1.74455 -2.04516 1.04777
H: -0.32935 -1.27734 4.65857
H: 1.89958 -0.67559 4.91804
H: 2.33721 0.75813 4.17183
H: 1.24330 1.36256 2.23568
Br: 7.08951 2.21042 -0.70900
C: 5.53624 1.23131 -0.22297
C: 5.64247 -0.06263 0.24596
Br: 7.34716 -0.86261 0.50123
C: 4.46796 -0.77391 0.53799
Br: 4.54967 -2.54933 1.23110
C: 3.18072 -0.25868 0.35344
O: 2.11929 -0.95688 0.57328
C: 3.07202 1.13106 -0.07178
O: 1.91672 1.69544 -0.16146
C: 4.26377 1.80952 -0.35376
Br: 4.06525 3.61622 -0.91725
N: -2.75484 1.61104 3.37735
C: -3.63506 1.35471 2.46026
S: -3.24246 0.52524 1.02284
N: -4.95742 1.83909 2.67261
C: -6.17107 1.63680 2.03054
C: -7.18512 2.58201 2.24005
C: -8.43241 2.43950 1.65646
C: -8.70352 1.36114 0.82920
C: -7.71278 0.40818 0.63150
C: -6.47186 0.52216 1.23371
H: -1.20636 2.92344 2.49359
H: -3.13913 2.13175 4.16655
H: -4.97293 2.61017 3.32186
H: -6.98417 3.44509 2.86677
H: -9.19702 3.18484 1.84207
H: -9.67034 1.26315 0.35111
H: -7.90983 -0.44497 -0.00764
H: -5.71675 -0.22722 1.07192



# 3
Entry from OMol25: a 2-piece molecular cluster, C3H9NO3 overall (ωB97M-V/def2-TZVPD).

- E_HOMO: -9.677 eV
- Energy above the lowest of the compared OMol25 structures with the same formula, charge and spin: 76.7 kcal/mol
- HOMO-LUMO gap: 10.27 eV
- SMILES: O=CCNCO.O

Atoms and positions in Å:
O: 2.97189 0.78634 -0.86316
C: 2.01727 0.18355 -1.17735
C: 0.66164 0.98621 -1.64011
N: -0.54520 0.09425 -1.55352
C: -0.87174 -0.48429 -0.36703
O: -1.26976 0.31601 0.73419
H: 1.95172 -0.97820 -1.34840
H: 0.97313 0.88665 -2.71783
H: 0.46999 1.81053 -0.99672
H: -1.25573 0.39350 -2.18437
H: -1.78709 -1.04025 -0.61016
H: -0.01980 -1.00660 0.17668
H: -1.26394 1.25784 0.67316
O: -0.74816 -0.96867 4.30335
H: -1.15972 -0.59749 3.54348
H: -0.12450 -1.63938 4.02778